# 1
ORCA calculation (ωB97M-V/def2-TZVPD) on an isolated molecule of C3H3N3O in a non-equilibrium geometry.

```
10
Properties=species:S:1:pos:R:3:forces:R:3
H 2.141 0.050 -1.592 0.56 0.83 1.34
N 1.335 -0.534 -1.553 -0.49 -1.02 -1.89
C -1.218 0.784 0.952 1.21 -1.22 0.84
N 0.051 -0.360 -0.798 -2.19 1.05 0.78
N -1.480 0.681 2.118 -0.67 0.34 2.01
H -0.776 1.188 2.661 -0.35 0.08 0.38
O 1.006 -2.446 -0.014 -0.37 2.36 -0.70
H -1.164 1.362 -1.005 0.90 -1.12 1.31
C 0.824 -1.372 -0.560 1.86 -3.60 1.13
C -0.720 0.648 -0.210 -0.45 2.30 -5.21
```
Forces are in eV/Å.

Summary:
Structure (SMILES): N=C=CN1NC1=O
Gap between HOMO and LUMO (eV): 9.232
E_LUMO (eV): 0.478

Atom charges from the natural (NBO) analysis, given in e for atoms 1 to 5:
1 H 0.381
2 N -0.510
3 C 0.374
4 N -0.286
5 N -0.554

# 2
ORCA calculation (ωB97M-V/def2-TZVPD) on an isolated molecule of C15H23N3O4 in a non-equilibrium geometry.

```
45
Properties=species:S:1:pos:R:3:forces:R:3
H -3.228 2.407 -1.691 -0.06 0.28 0.38
C -5.410 -0.804 -0.252 2.31 -0.06 -0.40
O -1.772 2.763 0.917 -0.59 -0.66 -0.71
H 1.664 -0.364 0.899 -0.08 -0.32 1.02
H 8.354 0.734 1.476 0.05 -1.00 -0.31
H 4.120 2.121 0.972 0.12 -0.86 -0.35
C 0.300 -0.283 -0.741 -0.36 -0.84 -0.02
H -5.056 -1.820 -0.668 -1.00 1.29 0.72
H 1.463 -2.606 -0.044 0.13 0.26 0.06
H -7.243 -1.603 1.893 -1.53 0.06 -0.16
H -2.790 -0.152 0.845 -0.29 -0.28 0.89
H 7.059 -1.548 -0.652 -0.77 0.52 -0.05
C 4.143 0.275 -0.248 -0.21 0.74 0.12
N -0.476 0.589 -0.031 -0.76 -1.62 -3.25
C 1.676 -0.558 -0.150 0.48 -0.55 -1.09
C 6.341 -0.771 -0.323 -0.34 -0.97 -0.21
C 5.984 1.121 1.099 0.86 0.42 0.48
H -4.606 1.257 -0.288 0.51 -1.49 -0.16
H 4.636 -1.423 -1.473 0.22 0.43 0.54
O -0.070 -0.914 -1.738 -0.04 1.32 0.83
H 2.347 1.406 -0.410 0.19 0.01 -0.10
N -6.285 -1.799 1.924 1.61 -0.72 0.01
H -6.089 -2.725 1.545 -0.19 0.37 0.13
C 5.008 -0.697 -0.728 0.15 -0.87 -0.71
C -2.211 2.245 -0.086 0.60 1.70 0.52
O -3.082 2.916 -0.872 0.18 -0.23 -0.22
C -1.786 0.909 -0.581 0.17 -1.20 -0.58
H 1.877 -2.015 -1.472 0.06 -0.11 -0.16
H 6.422 1.851 1.819 -0.58 -0.50 -0.60
H -2.627 -1.180 -0.560 0.24 1.01 -0.05
C -4.281 0.225 -0.671 -1.27 1.25 -0.41
H -0.128 0.940 0.798 0.35 1.15 1.85
O 8.084 -0.093 1.013 0.97 1.42 1.08
H -6.367 -0.454 -0.653 0.19 -0.50 -0.30
C 4.688 1.233 0.621 -0.40 0.42 0.49
H -4.456 -0.747 1.770 -1.83 0.28 -0.82
H 2.650 0.440 -1.772 -0.03 -0.31 -1.67
N 2.074 -1.918 -0.483 0.00 -0.27 0.44
C 6.805 0.094 0.638 -0.73 0.19 -0.54
C -2.861 -0.139 -0.221 -0.35 -0.46 0.02
C -5.508 -0.752 1.281 0.72 -0.34 0.49
H -6.079 0.167 1.485 0.78 0.06 0.30
C 2.699 0.413 -0.724 0.36 1.09 1.55
H -1.697 0.872 -1.678 0.19 0.37 0.23
H -4.286 0.390 -1.784 -0.02 -0.47 0.69
```
Forces are in eV/Å.

Summary:
Structure (SMILES): NCCCC[C@H](NC(=O)[C@@H](N)Cc1ccc(O)cc1)C(=O)O
Gap between HOMO and LUMO (eV): 8.926
E_LUMO (eV): 0.504

Atom charges from the natural (NBO) analysis, given in e for atoms 1 to 5:
1 H 0.487
2 C -0.409
3 O -0.567
4 H 0.196
5 H 0.476

# 3
ORCA calculation (ωB97M-V/def2-TZVPD) on a structure of composition C4H7OYb in a non-equilibrium geometry.

```
13
Properties=species:S:1:pos:R:3:forces:R:3
H 0.251 -0.943 -0.956 0.05 -0.44 0.48
C 0.942 0.929 -0.194 -0.01 2.54 2.31
H -2.060 -0.231 -0.949 0.10 -0.16 0.05
H -0.830 -0.699 1.918 0.02 -0.12 -0.01
H 0.585 0.822 1.029 1.60 1.40 -1.06
Yb 3.911 -0.497 -1.395 0.62 0.31 0.01
H -1.723 1.064 0.352 0.12 -0.22 -0.02
O 2.203 0.774 -0.446 0.34 -1.53 -0.01
C -1.481 0.085 -0.078 0.37 -0.49 1.01
C -1.091 -0.972 0.894 -1.60 0.50 0.60
H -1.298 -2.020 0.681 0.39 0.04 -0.08
C 0.003 -0.205 -0.186 -1.46 -0.96 -4.05
H 0.588 1.891 -0.670 -0.55 -0.87 0.77
```
Forces are in eV/Å.

Summary:
Gap between HOMO and LUMO (alpha / beta) (eV): 9.533 / 6.420
E_LUMO (alpha / beta) (eV): -13.594 / -17.206
Net charge: +3
2S+1: 3
Expectation value of S²: 2.01

Atom charges from the natural (NBO) analysis, given in e for atoms 1 to 5:
1 H 0.272
2 C -0.088
3 H 0.334
4 H 0.277
5 H 0.382

# 4
ORCA calculation (ωB97M-V/def2-TZVPD) on a structure of composition C16H34Cl2ILiNbO4P in a non-equilibrium geometry.

```
60
Properties=species:S:1:pos:R:3:forces:R:3
H 4.476 1.117 -0.745 0.22 0.78 2.39
H 4.481 2.737 0.241 0.19 -2.33 0.41
C 2.423 2.419 -2.266 -3.92 3.09 3.39
C 0.357 -1.890 -1.978 0.38 -1.38 -0.72
H -0.622 0.607 -2.742 -0.48 1.03 1.78
H -1.763 1.245 1.803 -0.59 -1.38 2.13
C 2.172 0.814 -2.478 1.89 1.45 -1.48
H -0.824 -1.815 -1.989 2.37 -0.14 0.12
O -3.228 0.804 -2.916 -0.75 -0.87 2.13
O 1.761 3.234 -1.443 4.39 -5.43 -5.36
O -0.391 0.886 -0.534 2.17 -1.02 -2.40
H -0.099 -4.111 -1.748 2.08 1.26 0.21
H -3.140 -0.578 1.065 0.58 -0.74 2.52
C -0.893 1.312 -1.849 -2.29 -0.18 -0.46
H -1.023 -1.810 3.169 -2.10 -0.82 -1.69
H 0.349 -0.581 1.989 0.37 -1.32 -1.38
H -3.437 3.430 2.366 0.94 -1.32 1.64
H -2.212 3.521 -0.865 -1.60 -1.48 -1.31
H -3.852 -1.027 2.798 2.23 0.70 -1.15
H 5.233 1.104 1.059 -1.41 1.02 -1.56
C 0.564 -1.445 1.193 -0.97 0.14 1.29
C -2.197 0.650 2.739 -1.20 -0.72 -1.02
H 2.671 -4.730 -2.569 -1.89 1.25 -0.73
H 1.306 -3.593 -0.604 -0.49 0.49 -2.51
H 0.690 -1.637 -3.096 -0.63 -0.36 2.21
Nb 1.350 -0.295 -0.667 -2.42 1.11 -0.59
H -4.022 0.261 -2.599 1.78 1.23 -0.76
H 1.990 0.037 3.287 1.56 0.53 -1.27
C -0.894 -2.167 0.922 0.20 -0.86 1.70
C 0.876 -3.424 -1.694 -1.76 -1.14 -0.61
H -2.368 -3.024 2.586 1.15 1.94 -0.54
H 1.456 0.568 -3.401 1.44 1.05 1.91
H -1.529 -1.678 0.069 1.49 -1.03 1.57
H -0.733 -3.338 0.765 -0.35 2.68 -0.10
H -1.352 0.368 3.505 -1.21 0.85 -1.02
C -1.797 -2.036 2.306 -0.58 0.32 -0.77
I 0.718 -4.649 -4.674 0.67 0.32 1.11
Cl 3.757 3.235 -3.329 -1.26 -0.99 1.12
C -2.985 2.931 -1.557 0.88 0.12 -0.04
H 3.221 0.333 -2.782 -2.20 1.19 0.56
C 1.863 -3.950 -2.897 1.31 1.80 1.19
H 3.628 0.970 3.341 -1.45 -1.54 -1.29
H 2.459 -2.996 -3.278 -1.24 -2.18 0.69
C -2.853 -0.782 2.204 -0.14 0.57 0.04
Cl 3.446 -1.732 -0.764 -0.87 0.54 -0.03
H -3.211 3.459 4.267 0.61 -1.40 -2.21
C -2.899 2.894 3.264 0.31 1.20 0.65
P 2.652 1.186 1.011 0.55 -0.88 0.70
H 1.373 -2.147 1.663 -1.54 0.97 -0.81
H -2.936 0.776 -0.739 1.06 0.77 -1.92
Li 0.119 -1.280 4.136 0.73 0.37 -0.24
C -2.560 1.321 -1.712 0.07 2.09 0.52
H -4.049 3.079 -1.093 1.90 -0.31 -1.17
H 3.560 -0.740 2.539 -1.17 1.71 0.12
C 4.426 1.568 0.348 -0.08 0.07 -0.67
H -0.604 2.401 -2.166 -0.11 -2.05 0.98
O -3.270 1.455 3.389 2.75 0.78 -1.38
C 2.957 0.257 2.661 1.54 0.03 1.46
H -1.726 3.047 3.119 -2.52 -0.46 0.36
H -2.863 3.428 -2.633 -0.59 -1.12 2.31
```
Forces are in eV/Å.

Summary:
Gap between HOMO and LUMO (eV): 5.134
E_LUMO (eV): -2.051

Atom charges from the natural (NBO) analysis, given in e for atoms 1 to 5:
1 H 0.252
2 H 0.249
3 C 0.571
4 C -0.874
5 H 0.191

# 5
ORCA calculation (ωB97M-V/def2-TZVPD) on an isolated molecule of C4H9NO in a non-equilibrium geometry.

```
15
Properties=species:S:1:pos:R:3:forces:R:3
H -1.412 0.545 0.612 0.81 0.02 -0.21
C 0.339 -0.868 -0.234 -2.56 2.20 0.95
H 0.624 -1.717 0.394 0.00 0.31 -0.19
H 2.204 1.375 1.651 -0.45 0.30 0.07
C 0.983 0.401 0.192 2.22 0.28 1.03
H -1.906 -1.196 -1.691 -0.07 0.18 0.14
N -1.988 -0.323 -1.176 -0.34 0.24 -0.37
C 1.534 0.554 1.418 -0.07 -0.22 -0.81
H 1.431 -0.214 2.177 0.17 -0.07 -0.29
H -1.599 0.405 -1.774 -0.14 -0.16 0.15
C -1.244 -0.383 0.061 0.63 -2.15 -0.79
O 0.975 1.432 -0.732 0.00 -0.62 0.26
H 0.407 -1.084 -1.304 0.14 0.10 0.30
H 1.315 2.233 -0.298 -0.16 -0.41 -0.13
H -1.663 -1.161 0.704 -0.17 -0.02 -0.10
```
Forces are in eV/Å.

Summary:
Structure (SMILES): C=C(O)CCN
Gap between HOMO and LUMO (eV): 9.137
E_LUMO (eV): 0.889

Atom charges from the natural (NBO) analysis, given in e for atoms 1 to 5:
1 H 0.206
2 C -0.482
3 H 0.226
4 H 0.197
5 C 0.357

# 6
ORCA calculation (ωB97M-V/def2-TZVPD) on the ion C5H8NO with charge +1 in a non-equilibrium geometry.

```
15
Properties=species:S:1:pos:R:3:forces:R:3
H 0.808 0.978 -1.790 0.12 -0.41 1.08
H 1.997 0.522 -0.597 2.20 -0.55 0.29
C 0.975 0.531 -0.766 -2.79 1.44 -1.01
H 0.176 -1.317 -1.638 -0.71 -1.25 -2.87
C 0.287 -0.869 -0.738 -0.76 3.06 3.34
C 0.830 2.205 0.972 2.80 2.32 0.61
N 0.306 1.408 0.207 -2.11 -2.67 -1.67
H 0.808 -1.516 -0.129 2.31 -1.62 1.05
H 1.939 2.482 0.888 -1.20 -0.39 0.48
H -2.280 -2.854 0.692 -0.50 -1.32 0.03
H -1.008 -0.421 1.142 0.99 0.80 -0.26
O -2.296 -1.011 -0.342 -1.81 -1.56 -0.29
H 0.199 2.783 1.656 0.28 -0.13 -0.05
C -0.931 -0.909 0.175 1.92 0.15 0.43
C -1.811 -2.011 0.268 -0.74 2.15 -1.15
```
Forces are in eV/Å.

Summary:
Gap between HOMO and LUMO (eV): 6.542
E_LUMO (eV): -6.637
Net charge: +1

Atom charges from the natural (NBO) analysis, given in e for atoms 1 to 5:
1 H 0.232
2 H 0.209
3 C -0.239
4 H 0.247
5 C -0.429

# 7
ORCA calculation (ωB97M-V/def2-TZVPD) on a cluster of 12 separate species, C17H47O17P in total in a non-equilibrium geometry.

```
82
Properties=species:S:1:pos:R:3:forces:R:3
P 0.383 0.004 1.651 0.44 -0.04 6.83
H -0.972 0.663 -2.829 0.18 -0.40 -0.10
O 3.786 0.216 2.408 -0.29 0.55 0.28
H -1.910 3.271 1.528 -0.15 -0.12 0.10
C -2.391 0.600 0.094 3.17 -1.29 -7.09
H 0.051 -7.576 -0.099 0.08 0.32 0.47
H 0.465 0.590 7.151 -0.04 -0.18 0.18
C 1.453 0.189 6.913 -0.12 -0.06 -0.18
H 2.078 0.211 7.809 -0.03 0.07 -0.18
H 1.744 5.224 -0.047 0.11 -0.10 0.17
H -2.184 3.677 -6.231 0.15 -0.12 0.08
O -4.329 6.343 3.180 0.34 0.43 -0.06
O 0.375 -6.960 0.580 -0.55 -0.30 -0.03
H -1.987 3.211 -4.521 -0.27 0.05 -0.02
H -0.576 -3.949 -7.527 -0.48 0.04 -0.24
H 1.271 -1.566 0.421 0.79 1.50 0.31
O -1.429 -3.894 -7.992 0.29 -0.32 0.34
C -1.419 -2.693 -8.741 0.19 0.01 0.09
O -3.789 0.181 0.075 4.07 -1.65 2.56
H -0.751 -5.315 5.652 0.13 0.02 0.21
O 1.443 -1.621 -6.757 -0.54 0.06 0.12
H 2.889 -0.158 -6.753 0.25 0.00 0.07
H 1.117 -5.697 -0.865 0.23 0.10 -0.06
C -5.727 6.118 3.195 -0.02 0.20 -0.03
H 2.913 -1.282 -5.359 0.27 0.06 0.00
O 0.385 -0.585 3.158 0.13 1.49 -6.03
H -2.416 1.977 -5.746 -0.24 0.12 0.05
H -2.366 -2.601 -9.277 0.11 -0.12 0.13
H 3.274 3.723 1.820 -0.40 -0.09 -0.33
C 4.744 -0.793 2.670 -0.10 0.03 0.18
H 1.672 -0.127 -3.511 -0.15 0.04 0.05
H 1.089 1.545 -3.304 0.32 0.06 0.12
O -4.617 -0.913 2.010 4.44 -0.81 -5.93
H -2.793 4.810 1.703 0.24 -0.01 0.08
H -1.783 4.214 3.045 -0.26 -0.12 0.00
H 1.377 2.081 1.645 -0.70 0.03 0.05
O 1.643 -0.652 0.651 -3.97 0.27 1.06
H -6.181 6.699 4.002 -0.25 -0.11 -0.04
H 1.481 0.944 5.128 0.20 -0.07 0.30
H -0.197 1.938 -5.176 -0.17 0.30 -0.33
C -1.876 4.275 1.958 0.02 -0.07 0.04
O -0.768 4.980 1.427 0.62 0.00 -0.08
H -5.914 5.055 3.364 0.13 0.17 -0.02
C -1.272 -4.119 1.758 -2.83 7.50 3.08
H -1.301 -1.842 -8.066 0.00 0.18 -0.22
C -1.443 -0.258 1.091 -2.93 -2.98 0.31
H 4.253 -1.649 3.139 0.19 -0.13 0.01
C -1.845 2.888 -5.555 0.03 -0.18 0.14
H -6.155 6.413 2.234 -0.26 -0.09 0.06
H 3.517 5.257 0.135 -0.08 0.17 -0.05
H 1.849 -5.545 0.754 -0.12 -0.17 -0.02
H 2.466 5.837 1.463 -0.02 0.16 -0.17
C 0.954 0.508 -2.987 -0.17 0.10 0.17
H 3.472 -1.830 -6.961 -0.19 0.06 0.06
H 3.402 0.475 3.263 0.13 -0.20 -0.36
H 0.453 -6.629 5.470 0.05 0.08 0.22
O -1.878 1.057 -1.042 -3.09 -1.47 7.18
O 2.530 3.798 1.198 0.22 -0.67 0.59
C 2.570 5.106 0.658 0.08 0.35 -0.12
H 5.196 -1.107 1.726 -0.13 0.13 0.09
C 2.754 -1.195 -6.437 -0.11 0.14 0.07
O -0.357 0.082 -3.308 -0.38 0.15 -0.27
H -0.816 -6.311 3.589 0.44 0.29 0.06
H 5.520 -0.397 3.330 0.14 -0.23 -0.01
H 1.364 -0.841 6.560 -0.12 -0.07 0.20
H 1.113 0.421 -1.909 0.27 0.11 -0.03
H -4.194 7.294 3.028 0.04 -0.59 0.09
C 0.152 -5.636 5.127 -0.10 -0.08 0.16
H 0.958 -4.925 5.325 -0.15 -0.10 -0.15
O -0.470 2.642 -5.789 0.48 -0.29 0.15
O 0.514 1.725 1.983 0.83 -3.44 -2.39
H -0.597 -2.718 -9.460 -0.07 0.26 -0.09
C -3.716 -0.911 1.071 -3.89 1.48 6.88
C 1.460 -6.249 0.014 0.13 -0.02 -0.22
C -1.792 -2.876 2.266 2.57 -5.36 -6.37
O 2.058 0.983 5.910 0.05 0.22 -0.55
H 2.249 -6.950 -0.268 0.14 0.21 -0.05
H -0.730 -5.159 1.578 -1.33 2.50 0.61
H 0.030 4.481 1.670 -0.38 0.23 -0.15
C -2.256 -1.467 1.484 2.50 2.53 -1.31
H 0.828 -1.039 -6.278 0.23 -0.36 -0.29
O -0.097 -5.672 3.734 -0.32 -0.35 -0.40
```
Forces are in eV/Å.

Summary:
Structure (SMILES): C#CC1=C(P(=O)(O)O)C(=O)OC1=O.CO.CO.CO.CO.CO.CO.CO.CO.CO.CO.CO
Gap between HOMO and LUMO (eV): 7.735
E_LUMO (eV): -2.191

Atom charges from the Löwdin analysis, given in e for atoms 1 to 5:
1 P 0.792
2 H 0.042
3 O -0.153
4 H 0.054
5 C -0.224

# 8
ORCA calculation (ωB97M-V/def2-TZVPD) on an isolated molecule of C5H11PS in a non-equilibrium geometry.

```
18
Properties=species:S:1:pos:R:3:forces:R:3
C 1.448 -0.657 0.028 -2.75 -0.13 0.91
H 2.940 0.804 0.029 0.12 -0.20 0.04
H -2.751 -0.076 2.033 -0.14 0.35 -2.67
H 1.496 -0.813 -1.003 1.40 -1.18 -1.55
H 0.169 1.036 0.667 -0.46 -0.37 -0.89
C -2.787 -0.091 0.839 -0.22 0.81 0.79
H 0.511 0.626 -2.239 -0.85 -0.10 0.57
P -1.286 -1.082 0.238 -0.80 0.29 0.62
H -0.986 1.535 -1.525 1.56 -2.16 -0.12
H -2.738 0.910 0.322 0.21 -0.52 1.13
C 2.604 -0.013 0.699 0.67 2.15 -1.89
S -1.508 -0.897 -1.872 0.86 0.69 -0.06
H 2.233 0.593 1.513 0.43 -0.55 1.09
C 0.085 0.213 -0.091 0.66 -1.16 2.44
H 3.506 -0.629 0.791 -0.55 -0.02 0.73
C -0.333 0.531 -1.503 -1.39 2.42 -1.03
H 1.213 -1.587 0.577 -0.01 0.20 -0.57
H -3.816 -0.404 0.497 1.26 -0.54 0.46
```
Forces are in eV/Å.

Summary:
Structure (SMILES): CC[C@H]1CSP1C
Gap between HOMO and LUMO (eV): 9.137
E_LUMO (eV): 0.876

Atom charges from the natural (NBO) analysis, given in e for atoms 1 to 5:
1 C -0.399
2 H 0.199
3 H 0.234
4 H 0.204
5 H 0.226

# 9
ORCA calculation (ωB97M-V/def2-TZVPD) on a structure of composition C4H5GaO3 in a non-equilibrium geometry.

```
13
Properties=species:S:1:pos:R:3:forces:R:3
H -1.692 -0.529 -0.663 0.44 0.06 -0.06
Ga 1.851 0.620 -1.273 2.62 0.37 -0.53
C 0.126 1.444 -1.340 -6.47 -0.73 -2.89
H -0.284 0.392 1.903 -0.27 -0.19 0.01
H -1.803 -0.552 1.940 0.17 0.23 -0.21
O 3.013 -0.773 -0.598 -0.98 1.34 -0.81
H -0.509 -1.560 0.165 0.28 0.29 -0.18
H -1.767 1.058 1.165 0.10 -0.25 0.12
C -1.193 0.137 1.339 0.04 0.35 0.12
O 0.255 0.176 -0.581 0.48 0.52 0.32
O -0.913 1.639 -1.891 4.22 1.02 2.00
C 3.752 -1.531 -0.191 1.67 -1.71 0.90
C -0.836 -0.522 0.024 -2.30 -1.30 1.22
```
Forces are in eV/Å.

Summary:
Gap between HOMO and LUMO (eV): 7.495
E_LUMO (eV): -13.008
Net charge: +2

Atom charges from the natural (NBO) analysis, given in e for atoms 1 to 5:
1 H 0.254
2 Ga 1.769
3 C 0.518
4 H 0.226
5 H 0.287

Which formula does entry 8 have?
C5H11PS